Record 1
A cluster of 2 separate species, C17H30N3O4S in total in a non-equilibrium geometry, computed with wB97M-V/def2-TZVPD.

```
55
Properties=species:S:1:pos:R:3:nbo_charge:R:1
C 0.57 2.91 1.92 -0.629
C 0.56 2.66 0.39 -0.511
S -0.93 1.80 -0.27 0.183
C -1.96 1.20 1.11 -0.580
C -2.40 -0.30 0.96 0.098
C -2.95 -0.45 -0.51 -0.624
C -1.23 -1.30 1.06 -0.276
N -0.74 -1.57 2.45 -0.068
O 0.32 -0.70 2.74 -0.350
C 1.60 -1.26 2.39 -0.139
C 2.54 -0.07 1.93 0.084
C 3.39 -0.56 0.71 -0.660
O 3.35 0.42 2.97 -0.685
C -1.81 -1.58 3.50 -0.252
C -3.01 -0.63 3.24 -0.254
N -3.52 -0.67 1.85 -0.613
H 1.58 3.25 2.22 0.239
H 0.40 1.96 2.45 0.192
H -0.22 3.63 2.19 0.224
H 0.60 3.65 -0.12 0.244
H 1.47 2.13 0.05 0.217
H -2.90 1.79 1.10 0.225
H -1.53 1.35 2.12 0.230
H -3.65 0.36 -0.77 0.236
H -3.44 -1.44 -0.59 0.229
H -2.10 -0.49 -1.21 0.227
H -1.49 -2.27 0.58 0.241
H -0.42 -0.88 0.44 0.269
H -0.35 -2.52 2.44 0.426
H 2.07 -1.70 3.30 0.205
H 1.57 -1.97 1.54 0.200
H 1.86 0.72 1.56 0.205
H 4.44 -0.22 0.77 0.249
H 3.44 -1.67 0.64 0.199
H 2.96 -0.23 -0.26 0.229
H 3.78 -0.34 3.37 0.466
H -1.34 -1.26 4.45 0.262
H -2.11 -2.63 3.65 0.241
H -3.83 -1.00 3.89 0.242
H -2.80 0.39 3.60 0.198
H -4.19 0.09 1.73 0.379
C 0.10 -1.40 -5.76 -0.171
C -0.68 -0.70 -4.84 -0.214
C -0.10 0.29 -4.05 -0.215
C 1.25 0.57 -4.19 0.073
C 2.04 -0.13 -5.10 -0.204
C 1.46 -1.12 -5.88 -0.205
N 1.85 1.62 -3.38 0.522
O 1.13 2.20 -2.58 -0.401
O 3.02 1.87 -3.54 -0.360
H -0.35 -2.16 -6.37 0.226
H -1.73 -0.92 -4.74 0.224
H -0.71 0.83 -3.34 0.248
H 3.09 0.09 -5.20 0.252
H 2.06 -1.66 -6.59 0.230
```

Computed properties:
orbital gap: 8.43 eV
strongest force on any atom: 2.10 eV/Å
total energy: -41599.45077 eV
M: 372.51 g mol⁻¹
lowest unoccupied orbital energy: -2.93 eV
charge: +1

***

Record 2
A structure of composition C24H30F3GaO8S in a non-equilibrium geometry, computed with wB97M-V/def2-TZVPD.

```
67
Properties=species:S:1:pos:R:3:nbo_charge:R:1
C -0.29 -3.52 -0.91 -0.283
C -0.54 -2.08 -1.36 -0.397
C 0.83 -3.49 0.13 -0.396
C 1.54 -2.09 0.04 -0.171
H 1.53 -4.29 -0.12 0.224
H 0.43 -3.69 1.12 0.217
C 0.80 -1.39 -1.23 -0.252
H -1.27 -1.61 -0.68 0.242
H -0.95 -2.02 -2.38 0.201
C 0.68 0.10 -1.58 -0.027
H 1.40 -1.78 -2.08 0.153
H 2.59 -2.25 -0.29 0.175
C 1.63 -1.44 1.35 -0.464
C -1.58 -4.15 -0.44 0.832
C 0.06 -4.43 -2.09 0.841
O 0.91 -5.30 -2.04 -0.629
O -2.49 -3.55 0.11 -0.605
O -1.63 -5.47 -0.70 -0.518
O -0.68 -4.22 -3.19 -0.518
C -0.40 -5.20 -4.19 -0.258
H -1.08 -4.99 -5.01 0.178
H -0.57 -6.20 -3.78 0.187
H 0.64 -5.13 -4.52 0.191
C -2.83 -6.09 -0.26 -0.257
H -3.01 -5.88 0.80 0.199
H -2.69 -7.15 -0.42 0.179
H -3.68 -5.72 -0.84 0.184
O -0.21 0.98 -0.90 -1.010
H 0.29 0.11 -2.61 0.145
H 1.67 0.57 -1.60 0.153
C 2.78 -0.58 1.68 -0.601
C 0.39 -1.35 2.17 -0.616
H 0.38 -2.10 2.98 0.133
H -0.52 -1.47 1.58 0.175
H 0.30 -0.36 2.64 0.183
H 2.46 0.34 2.20 0.190
H 3.30 -0.24 0.77 0.166
H 3.51 -1.10 2.31 0.129
Ga 0.18 2.31 0.19 1.882
C 1.19 5.01 -0.37 -0.230
C 1.62 3.67 -0.81 -0.654
C 0.90 3.43 -2.06 -0.270
H 2.59 3.24 -0.55 0.256
C -0.04 4.46 -2.23 -0.305
C 0.15 5.43 -1.21 -0.293
H -0.38 6.38 -1.12 0.196
H 1.73 5.64 0.34 0.226
H 1.14 2.63 -2.76 0.218
H -0.77 4.56 -3.04 0.197
C -1.82 3.31 2.02 -0.264
C -2.35 4.33 1.20 -0.303
C -2.69 3.77 -0.06 -0.330
H -2.50 5.36 1.51 0.190
C -2.41 2.39 -0.04 -0.301
C -1.81 2.08 1.26 -0.569
H -1.69 1.08 1.68 0.257
H -1.60 3.39 3.07 0.210
H -3.13 4.32 -0.89 0.192
H -2.62 1.66 -0.82 0.231
F 1.61 4.79 5.03 -0.327
C 1.25 3.66 4.38 0.717
F 2.01 2.63 4.83 -0.318
F -0.04 3.39 4.69 -0.322
S 1.43 3.85 2.55 2.330
O 0.45 4.84 2.18 -0.917
O 2.83 4.14 2.32 -0.946
O 1.03 2.44 2.05 -1.031
```

Computed properties:
orbital gap: 2.29 eV
strongest force on any atom: 2.48 eV/Å
total energy: -113114.97128 eV
M: 605.28 g mol⁻¹
lowest unoccupied orbital energy: 4.10 eV
charge: -2

***

Record 3
A structure of composition C31H37Cl2NO4PS3Se2Y in a non-equilibrium geometry, computed with wB97M-V/def2-TZVPD.

```
82
Properties=species:S:1:pos:R:3:lowdin_charge:R:1
Y 0.28 -0.60 -0.84 0.864
C -2.79 -0.27 1.15 -0.736
C -3.06 -1.71 0.76 -0.546
S -1.53 -2.68 1.03 0.832
C -1.78 -4.06 -0.14 -0.575
C -1.89 -3.65 -1.59 -0.723
S -0.37 -2.90 -2.24 0.361
C -2.10 -0.17 -3.71 -0.123
C -3.34 0.02 -3.31 -0.125
S -2.07 0.69 -0.21 0.333
H -2.10 -0.27 2.01 -0.029
H -3.71 0.24 1.44 0.056
H -3.31 -1.75 -0.30 0.042
H -3.86 -2.16 1.36 0.067
H -2.66 -4.62 0.19 0.062
H -0.89 -4.67 0.00 0.058
H -2.72 -2.96 -1.76 0.029
H -2.08 -4.55 -2.19 0.044
H -1.76 -1.11 -4.13 0.022
H -1.36 0.61 -3.63 0.037
H -4.08 -0.75 -3.37 0.035
H -3.66 0.96 -2.88 0.021
O 1.87 1.09 -4.73 0.014
C 1.55 1.25 -3.56 -0.739
O 1.14 0.36 -2.75 -0.304
C 1.65 2.66 -2.92 -0.226
P 0.96 2.47 -1.21 1.049
C 2.49 2.23 -0.23 -0.398
C 3.41 1.25 -0.61 -0.117
C 4.48 0.95 0.21 -0.082
C 4.67 1.64 1.40 -0.092
C 3.78 2.64 1.76 -0.111
C 2.68 2.91 0.96 -0.140
C 0.69 4.26 -0.90 -0.378
C 1.71 5.20 -1.03 -0.108
C 1.45 6.55 -0.85 -0.106
C 0.17 6.97 -0.55 -0.115
C -0.85 6.04 -0.43 -0.093
C -0.59 4.69 -0.61 -0.128
H 1.04 3.36 -3.49 0.089
H 2.68 3.02 -2.92 0.087
H 3.28 0.72 -1.54 0.066
H 5.17 0.16 -0.07 0.104
H 5.50 1.39 2.05 0.095
H 3.92 3.19 2.69 0.097
H 1.96 3.66 1.27 0.094
H 2.72 4.87 -1.25 0.107
H 2.25 7.27 -0.95 0.092
H -0.03 8.03 -0.41 0.088
H -1.85 6.37 -0.18 0.096
H -1.38 3.96 -0.50 0.057
O -1.38 0.32 4.61 -0.099
C -0.90 1.46 5.26 -0.244
C 0.29 2.17 4.57 -0.569
C 1.18 2.77 5.69 -0.238
O 0.47 3.61 6.58 -0.067
C -0.19 3.30 3.67 -0.536
Se -1.17 2.57 2.12 0.584
C 1.17 1.19 3.78 -0.385
Se 0.51 0.58 1.96 0.746
H -1.54 0.58 3.69 -0.023
H -0.61 1.13 6.26 0.123
H -1.72 2.20 5.38 0.121
H 2.00 3.34 5.23 0.119
H 1.60 1.97 6.30 0.126
H -0.07 4.20 6.04 0.071
H 0.66 3.87 3.28 0.054
H -0.86 3.98 4.19 0.046
H 1.33 0.29 4.36 0.004
H 2.13 1.67 3.56 0.049
Cl 2.74 -1.95 -1.62 0.707
C 3.21 -2.49 -0.02 -0.563
C 4.20 -3.43 0.08 -0.161
C 4.62 -3.88 1.33 -0.154
C 3.98 -3.38 2.46 -0.166
C 2.97 -2.45 2.33 -0.602
Cl 2.13 -1.96 3.76 0.709
C 2.51 -1.91 1.09 -0.506
N 1.56 -1.02 0.93 -0.396
H 4.65 -3.82 -0.82 0.089
H 5.41 -4.61 1.42 0.074
H 4.25 -3.73 3.44 0.085
```

Computed properties:
orbital gap: 5.54 eV
ΔE to the lowest compared entry with this formula, charge and spin: 1.543 eV
strongest force on any atom: 1.42 eV/Å
total energy: -241006.85239 eV
M: 932.55 g mol⁻¹
lowest unoccupied orbital energy: 4.13 eV
charge: -2